Molecular formula: C51H87IN9O5
Method: DFT, ωB97M-V/def2-TZVPD

XYZ file:
```
153
C51H87IN9O5, DFT ωB97M-V/def2-TZVPD
C 4.12 3.30 5.84
C 3.85 4.37 4.82
O 2.66 4.09 4.08
C 2.04 5.28 3.67
C 0.90 4.99 2.72
C -0.36 4.67 3.22
O -0.53 4.50 4.53
C -1.24 3.27 4.88
C -0.61 2.55 6.06
C -0.96 1.07 5.92
O 0.78 2.75 6.03
C -1.46 4.53 2.36
C -1.27 4.67 1.01
C -2.37 4.56 0.00
C -3.51 3.75 0.55
O -4.51 4.25 0.95
I -3.22 1.64 0.63
N -0.02 4.91 0.56
C 1.06 5.06 1.35
C 2.40 5.23 0.68
C 2.57 4.36 -0.58
C 3.15 2.97 -0.29
C 4.40 2.91 0.60
C 4.18 2.04 1.85
O 3.26 1.02 1.56
C 2.13 1.01 2.41
H 3.47 3.40 6.70
H 4.08 2.30 5.43
H 5.14 3.46 6.20
H 3.75 5.32 5.34
H 4.69 4.49 4.13
H 2.75 5.95 3.20
H 1.62 5.79 4.54
H -1.22 2.60 4.03
H -2.26 3.55 5.14
H -1.06 2.88 7.00
H -0.49 0.48 6.70
H -2.04 0.94 5.97
H -0.64 0.69 4.95
H 1.20 1.96 6.37
H -2.43 4.32 2.77
H -1.98 4.08 -0.90
H -2.73 5.55 -0.27
H 0.10 4.98 -0.44
H 2.52 6.28 0.42
H 3.14 4.98 1.43
H 3.16 4.90 -1.31
H 1.61 4.18 -1.07
H 3.39 2.52 -1.24
H 2.35 2.36 0.12
H 4.76 3.90 0.90
H 5.21 2.48 0.02
H 3.84 2.64 2.69
H 5.13 1.58 2.14
H 1.42 1.80 2.14
H 2.39 1.12 3.46
H 1.61 0.06 2.29
C -3.81 6.22 4.74
C -4.54 7.38 4.07
C -4.36 7.40 2.55
C -2.97 7.62 2.14
N -1.88 7.73 1.81
H -2.73 6.29 4.60
H -4.01 6.20 5.81
H -4.15 5.26 4.32
H -4.20 8.32 4.50
H -5.61 7.31 4.28
H -4.98 8.18 2.11
H -4.69 6.45 2.12
C 3.47 -1.63 9.14
C 4.64 -0.99 8.40
C 4.28 0.35 7.75
C 3.29 0.19 6.69
N 2.50 0.03 5.87
H 2.65 -1.87 8.46
H 3.78 -2.55 9.63
H 3.08 -0.96 9.91
H 5.01 -1.68 7.64
H 5.46 -0.82 9.10
H 5.17 0.81 7.32
H 3.89 1.04 8.50
C 0.22 -1.91 -0.83
C 0.86 -2.80 0.22
C -0.14 -3.29 1.28
C -0.68 -2.20 2.09
N -1.07 -1.34 2.73
H -0.18 -0.99 -0.39
H 0.96 -1.62 -1.58
H -0.60 -2.42 -1.34
H 1.67 -2.26 0.71
H 1.30 -3.67 -0.26
H 0.34 -4.01 1.94
H -0.97 -3.82 0.80
C 5.27 -0.23 -4.34
C 5.47 0.36 -2.95
C 5.77 -0.70 -1.88
C 4.65 -1.60 -1.67
N 3.75 -2.29 -1.48
H 4.41 -0.90 -4.36
H 5.10 0.56 -5.07
H 6.14 -0.80 -4.65
H 4.58 0.92 -2.65
H 6.30 1.08 -2.97
H 6.01 -0.22 -0.93
H 6.65 -1.28 -2.17
C -5.24 0.20 -3.10
C -5.64 -1.27 -3.07
C -4.99 -2.02 -1.91
C -3.53 -2.07 -2.01
N -2.39 -2.10 -2.09
H -4.17 0.31 -3.27
H -5.75 0.73 -3.91
H -5.50 0.69 -2.16
H -5.36 -1.74 -4.02
H -6.72 -1.36 -2.98
H -5.37 -3.05 -1.86
H -5.25 -1.54 -0.96
C 2.24 -5.34 -2.83
C 1.59 -5.39 -4.21
C 2.60 -5.43 -5.36
C 3.39 -4.20 -5.45
N 4.00 -3.23 -5.52
H 2.81 -4.42 -2.69
H 1.48 -5.38 -2.05
H 2.91 -6.19 -2.69
H 0.92 -4.53 -4.33
H 0.97 -6.29 -4.29
H 2.08 -5.57 -6.31
H 3.28 -6.27 -5.24
C -2.89 -6.89 -6.46
C -1.70 -6.79 -7.42
C -1.00 -8.14 -7.63
C -0.37 -8.63 -6.41
N 0.13 -9.02 -5.45
H -2.57 -7.18 -5.46
H -3.39 -5.92 -6.39
H -3.62 -7.62 -6.82
H -0.99 -6.06 -7.04
H -2.05 -6.43 -8.39
H -0.23 -8.05 -8.40
H -1.72 -8.88 -7.98
C -7.04 -6.56 -7.05
C -7.53 -5.49 -8.02
C -7.03 -5.72 -9.45
C -5.57 -5.60 -9.56
N -4.43 -5.49 -9.64
H -5.96 -6.55 -6.96
H -7.46 -6.39 -6.06
H -7.35 -7.56 -7.38
H -7.21 -4.51 -7.68
H -8.62 -5.48 -8.04
H -7.48 -4.99 -10.13
H -7.32 -6.71 -9.80
```

Its net charge is +1. The HOMO energy comes out at -0.4157 Ha. As for the HOMO-LUMO gap: 8.47 eV. The total energy is -3161.9009 Ha.